Density functional theory data (the ωB97M-V functional and the def2-TZVPD basis) for a cluster of 7 separate species, C49H52I2NO2 in total in a non-equilibrium geometry.

XYZ file:
```
106
Properties=species:S:1:pos:R:3
H -4.790 -2.482 6.973
C 4.863 3.523 0.699
H 0.206 5.659 0.293
C -3.761 -2.763 -9.914
H -2.910 -1.785 -6.770
C -3.093 -2.975 5.741
H -4.651 -2.963 -2.793
H 4.428 -4.043 1.354
C 6.973 3.182 1.824
H 8.625 4.363 1.105
C -4.576 -2.122 -1.951
H -2.541 2.015 2.124
C 6.811 4.781 0.021
C -1.893 -4.981 6.351
H -1.759 -5.326 -8.918
C 3.450 -3.341 3.141
I 1.166 2.721 0.527
H 10.733 6.215 2.410
H -1.362 -3.714 4.691
H 0.182 -3.441 1.058
H 4.366 -3.312 3.725
C -6.116 -1.068 -5.917
C -2.306 -4.388 -8.874
H 12.949 5.225 2.926
H -1.699 -3.594 -1.775
C 5.457 4.479 -0.125
C 9.704 5.096 3.937
H 8.949 3.849 5.523
H 4.865 4.987 -0.882
C 11.073 3.602 5.253
C -1.143 0.434 1.715
N -1.531 1.874 1.913
H -1.342 5.350 -0.803
H -3.213 -2.111 5.093
C 2.239 -2.965 3.724
C -1.959 -0.555 2.788
H -6.715 0.201 0.395
H -2.660 -6.056 8.053
H -6.720 1.534 -3.813
H 0.006 0.295 2.009
C -3.827 -4.295 7.626
H -0.791 -1.851 -1.969
C -4.247 0.134 0.370
H -1.077 -5.679 6.180
H -5.570 -2.006 -5.960
H -1.675 -3.936 -6.864
H -8.063 2.281 -5.761
O -2.964 -0.127 3.565
H -1.529 2.600 -0.187
H 13.169 3.564 4.757
H -2.696 4.344 1.188
H 8.733 5.530 3.711
H -6.904 -1.255 -7.913
C 1.098 -3.414 1.642
H -1.419 6.541 0.674
H -0.866 0.474 -0.657
C -1.510 4.336 1.291
H 3.809 3.284 0.581
C 12.197 3.991 4.525
C 12.074 4.927 3.498
H 5.157 2.135 2.320
C -2.051 -3.875 5.516
H -4.350 -2.437 -10.766
C -6.067 -0.286 -4.763
C -3.979 -3.185 6.797
H 0.122 -2.700 3.426
C -3.707 -1.978 -8.762
C 1.065 -2.998 2.973
C -7.517 1.342 -5.805
C 5.620 2.877 1.675
C -7.571 0.557 -6.957
H 11.168 2.870 6.051
C -2.782 -5.192 7.404
H -4.521 -4.461 8.445
H -3.094 -4.575 -10.871
H 7.563 2.680 2.586
C -5.930 -1.464 -1.301
C 7.570 4.131 0.994
C -0.955 5.511 0.290
C -2.954 -2.399 -7.666
I -1.091 4.698 3.419
C -1.333 -0.166 0.208
C -0.995 2.805 0.856
H -6.989 -1.817 -1.661
H -1.983 -2.444 -3.307
H -4.201 0.930 1.225
C -1.788 -2.459 -2.132
C -5.775 -0.311 -0.129
C -3.057 -3.966 -9.971
C 9.825 4.153 4.958
C 2.308 -3.794 1.061
C -2.257 -3.605 -7.720
C -3.062 -1.672 -1.420
H 2.333 -4.122 0.025
H -0.741 -1.204 0.187
C 10.828 5.482 3.206
C 3.484 -3.753 1.809
H -5.486 -0.616 -3.907
C -6.867 -0.646 -7.014
H 7.274 5.524 -0.623
C -6.764 0.921 -4.709
O -1.623 -2.012 2.917
H 2.212 -2.646 4.762
C -2.871 -0.520 -0.228
H -4.253 -1.039 -8.718
H -8.160 0.882 -7.809
```

Calculated values
- Total charge: -1
- E_LUMO: 2.009 eV
- HOMO: -5.04 eV
- Gap between HOMO and LUMO: 7.05 eV

Density functional theory data (the ωB97M-V functional and the def2-TZVPD basis) for a structure of composition C49H53ClLuN4O5Sb2Te in a non-equilibrium geometry.

XYZ file:
```
116
Properties=species:S:1:pos:R:3
C 2.683 -6.846 1.559
H 2.021 2.780 -2.875
H -0.836 -2.573 -2.051
H 7.214 -4.922 4.531
H 0.728 -4.435 -1.615
C -3.474 2.409 5.770
H 2.451 1.302 1.153
H 1.430 -2.867 -1.991
O 0.507 -0.254 2.915
H -6.198 4.851 -3.629
H -3.653 5.170 1.227
H -1.950 0.899 -3.484
C -2.284 4.865 -2.719
C -1.117 3.900 0.413
H 5.060 -4.513 7.583
C -4.642 4.622 -2.102
C -0.931 4.047 -6.426
C -2.049 3.812 2.545
H 2.573 2.505 -7.816
H 5.428 -6.993 4.324
H 6.162 -2.987 7.413
C -2.761 -3.298 -2.817
C 3.869 -7.464 1.360
C 1.803 2.831 -1.829
H -6.830 4.590 -1.886
C 2.455 -1.632 0.584
H 2.973 1.979 -6.125
C 4.869 -7.392 2.376
H 0.555 -5.211 2.131
H -1.558 4.728 -3.497
C 1.446 -3.722 -1.259
H -5.674 -1.547 -2.540
H 4.202 -7.787 0.403
H -1.888 -0.115 -4.913
C -1.956 -2.584 -2.003
C 0.118 3.372 -0.086
H 3.307 -2.357 0.667
C -2.877 3.319 4.840
H 0.933 4.355 -7.459
H -1.486 6.016 0.267
H 0.746 4.750 -1.783
C 3.354 -5.086 4.929
C 2.465 -6.011 2.762
H 2.557 -1.061 1.472
C -2.413 0.665 4.576
H -3.150 1.113 -4.734
H -3.911 0.348 6.120
C -4.599 -1.894 -2.373
Sb 0.587 -2.751 0.553
C -4.066 -2.922 -3.121
C -1.916 5.074 -0.151
C -3.423 5.046 0.153
C 0.867 2.359 -6.470
H 6.528 -4.473 2.947
H 2.277 -0.701 5.581
O -2.171 5.015 2.727
H -5.418 5.098 -0.221
H -1.855 6.006 -6.219
C 1.906 1.851 0.355
H -4.104 2.808 6.541
C -2.089 0.877 -4.552
C -3.183 1.052 5.686
O 1.430 -2.180 3.580
Te -3.809 3.720 -5.106
C -1.223 1.944 -5.209
O -1.726 5.356 -1.586
C 5.825 -4.028 7.005
C -4.447 4.937 -0.724
H 2.409 -4.173 -1.149
C 0.872 3.723 -1.322
H 0.207 0.496 -5.555
H -2.248 -0.339 4.473
O -2.435 0.060 0.598
C 1.120 -1.005 3.802
H 2.347 -4.623 4.930
H 7.471 -3.270 3.860
H 6.723 -4.596 6.929
H 3.185 1.234 -1.344
N 0.659 2.287 0.597
N -2.086 1.507 3.536
H -2.972 4.382 4.928
H -0.906 5.830 -7.722
C 4.643 -6.845 3.591
C 2.354 1.868 -0.988
Sb 5.017 -3.486 5.078
C 0.083 1.539 -5.695
C 1.452 -0.230 5.075
H -2.537 5.145 -7.444
C 6.794 -4.130 3.925
C -2.321 2.829 3.699
H 5.832 -7.836 2.216
Cl 0.049 -0.747 6.150
C -3.594 4.643 -3.020
C -1.830 -0.878 -0.099
Lu -0.760 0.893 1.645
C 3.466 -6.043 3.831
H 2.537 -1.033 -0.321
H 1.210 -4.357 3.534
H 1.818 -6.953 0.852
C 1.394 -5.178 2.809
N -0.517 -0.978 0.092
C -3.858 -1.189 -1.399
H -2.339 -4.200 -3.245
C 2.253 1.931 -6.942
H -4.281 -0.404 -0.771
H 2.026 0.855 -7.269
C -1.564 5.341 -6.985
C -1.733 3.218 -5.610
N -1.704 3.129 1.410
H 1.520 0.874 5.109
C 0.368 3.655 -6.780
C -2.526 -1.545 -1.213
H 3.516 -5.473 5.979
C -6.048 4.412 -2.634
H -4.623 -3.431 -3.900
H -6.108 3.322 -2.922
```

Calculated values
- ⟨S²⟩: 0.79
- Multiplicity: 2
- Total charge: 0
- E_LUMO (spin up / spin down): -3.132 / -3.133 eV
- HOMO (spin up / spin down): -4.62 / -4.63 eV
- Gap between HOMO and LUMO (spin up / spin down): 1.49 / 1.49 eV

Density functional theory data (the ωB97M-V functional and the def2-TZVPD basis) for a structure of composition C49H54Cl7F2MnN10O8PTi in a non-equilibrium geometry.

XYZ file:
```
133
Properties=species:S:1:pos:R:3
C -5.724 -2.274 -1.530
C -5.131 0.002 -1.932
H -0.588 0.150 -3.543
C 1.023 4.501 -4.187
H 0.245 -3.737 -4.536
C -4.249 -3.797 2.323
C -3.823 0.170 1.761
F -0.782 -5.254 0.227
C 2.658 0.869 -2.927
H -0.423 2.859 0.633
C 3.481 1.896 -3.361
H 1.276 2.150 7.179
O 0.221 -4.241 -1.886
C 3.327 1.379 1.578
H 2.516 0.123 3.145
Cl -3.823 1.767 2.441
C 4.586 0.511 3.447
C 1.060 5.871 1.169
P -0.898 -5.211 -1.403
H 0.674 -0.864 4.360
H 2.392 1.586 1.078
C 5.181 0.225 -3.768
C -4.071 -3.878 0.963
C 0.083 3.542 -3.751
N -0.092 -1.850 -3.935
N -0.421 2.600 -4.572
C 4.802 -3.952 1.613
H 6.627 2.031 1.471
H -5.309 1.066 -1.881
N 2.879 4.390 5.302
H -2.769 -2.245 -2.850
Cl -5.420 -0.592 1.798
C -3.682 -1.802 -2.481
C 4.478 1.967 1.126
H -6.249 -6.266 0.243
H 4.647 -0.169 4.283
H -1.589 -0.102 3.945
C 3.379 0.623 2.731
H -2.791 -1.555 -6.744
H -3.306 -3.219 0.579
H -2.400 4.175 -0.125
H 1.134 3.517 -7.437
C -0.868 -0.727 -4.108
H -3.075 0.247 -2.631
H 0.355 -3.412 1.745
C -0.714 2.170 6.263
H -0.093 5.204 4.211
H 2.953 4.318 3.169
H -0.332 3.612 -2.757
C -5.222 -4.617 2.927
H -7.041 -0.718 -1.149
H -2.244 0.362 -5.393
C 0.027 2.637 -5.847
C -2.875 4.614 -1.003
H 4.556 2.596 0.252
C -5.960 -5.510 2.139
C 0.289 -0.030 4.927
H 3.842 -1.146 -0.026
H 1.493 6.688 0.610
N 3.042 -0.443 -2.965
O 1.798 4.611 5.732
H -3.033 -0.399 2.249
H -1.615 -3.767 -6.269
C 4.315 -0.752 -3.368
O -0.232 -0.014 1.443
H -2.535 1.786 5.140
C 0.682 4.718 0.476
H -5.345 -4.591 4.000
H 5.397 2.401 -4.025
H 0.889 4.546 -0.570
O -1.303 0.566 -0.564
C -1.857 -0.606 -5.113
O 0.669 -0.697 -0.609
N -4.562 -2.771 -2.012
Mn -4.386 -4.951 -1.937
C 2.966 3.598 3.987
H 2.383 -4.955 -0.596
C 0.622 -3.960 2.649
Cl -1.012 -4.047 3.521
H 4.612 -1.776 -3.196
C 0.079 5.132 3.147
H 4.039 -5.881 1.164
H 3.887 3.017 4.026
H 1.023 -4.955 2.457
C 4.731 1.571 -3.841
H -0.399 1.930 -6.545
O 3.899 4.851 5.809
H 3.121 2.910 -3.265
H 2.138 2.888 3.973
H -3.553 0.283 0.711
C -1.422 -2.877 -5.688
C 3.932 -4.825 0.968
C -5.633 -5.586 0.815
H -6.742 -6.141 2.535
C 0.940 3.589 -6.377
Cl -3.089 3.355 -2.243
Cl -1.753 5.893 -1.617
N 0.781 6.083 2.474
H 1.703 1.052 -2.457
H 2.208 5.163 -5.921
O -1.369 -1.660 0.163
N -4.761 -4.731 0.124
H -3.612 -3.209 2.966
C -6.036 -0.920 -1.487
C 4.747 -2.621 1.195
C 3.878 -2.190 0.251
N 5.786 0.939 2.969
H 5.435 -4.228 2.443
C -2.144 -1.689 -5.889
H -0.802 3.206 3.105
H 6.182 -0.115 -3.989
H -1.111 2.932 6.917
Ti 1.655 -2.320 -2.191
Cl 1.815 -3.272 3.764
H -6.442 -2.970 -1.123
C 1.509 4.468 -5.479
C -1.008 0.387 4.713
Cl -0.547 -0.452 0.108
H -3.827 5.065 -0.723
N 3.029 -3.034 -0.461
H 5.391 -1.952 1.747
C -3.874 -0.450 -2.428
N 1.116 0.656 5.812
H 1.445 5.153 -3.437
C -1.514 1.513 5.362
C 3.041 -4.328 -0.012
C -0.053 3.740 1.136
C -0.355 3.970 2.486
O -2.411 -4.912 -1.662
C -0.427 -2.914 -4.726
F -0.614 -6.677 -1.947
C 0.605 1.695 6.466
C 5.667 1.720 1.854
```

Calculated values
- ⟨S²⟩: 20.00
- Multiplicity: 9
- Total charge: +1
- E_LUMO (spin up / spin down): -2.972 / -3.018 eV
- HOMO (spin up / spin down): -7.38 / -10.94 eV
- Gap between HOMO and LUMO (spin up / spin down): 4.40 / 7.92 eV

Density functional theory data (the ωB97M-V functional and the def2-TZVPD basis) for a structure of composition C49H54N6O2S4Ti in a non-equilibrium geometry.

XYZ file:
```
116
Properties=species:S:1:pos:R:3
H -1.778 5.246 2.026
H 2.304 -4.653 -0.021
N -1.102 2.778 0.686
H 3.327 -1.681 -0.483
C 2.263 -0.404 2.396
C 1.534 -1.372 -2.523
H -3.098 4.128 -5.493
C -2.043 3.792 -3.672
H -0.878 4.020 5.018
N -1.006 3.307 -1.538
C 0.593 -3.835 2.816
H 0.669 -0.056 -5.854
O 0.943 -2.573 0.826
H 2.338 2.731 -2.032
Ti -0.440 -0.855 1.205
C 1.951 -5.969 1.631
H -0.139 3.518 -2.010
C 0.447 0.174 -4.818
C -1.409 -2.866 4.095
C -3.493 -1.244 0.772
C 2.252 -2.639 -2.079
H -0.052 -1.736 -4.779
N -0.415 1.086 -0.803
C 2.244 1.661 -1.814
H 2.033 1.555 -0.751
H 1.749 -0.567 -1.813
S 1.745 0.344 0.895
C 1.428 0.706 -3.997
H -1.687 -2.098 -4.228
C 0.661 -5.084 3.441
H -2.063 0.039 -2.539
H 0.047 3.664 -4.187
C -0.852 4.892 2.499
H 2.303 1.064 4.491
H -5.337 2.208 -2.386
C -4.642 -2.079 0.683
C -3.256 -4.014 0.809
H 3.944 1.118 5.169
C 4.773 4.793 3.821
H -0.388 -4.092 -5.166
C -2.188 -3.171 0.967
H 2.421 0.892 -4.395
S -0.285 -1.453 -2.465
C -4.530 -3.440 0.702
C -3.316 2.700 -1.925
H -5.211 3.109 -4.706
H 0.657 -4.008 -3.760
C -0.758 4.405 -4.156
C -0.134 -2.709 3.322
S -3.628 0.432 0.491
H -1.373 -4.348 -2.278
C 2.643 3.278 2.881
C -4.421 2.652 -2.756
C 3.910 5.332 2.880
C -1.000 2.362 2.052
H 0.195 -5.200 4.415
N -2.278 -1.822 1.009
H -1.443 3.716 0.585
H 1.821 2.680 2.503
C 1.339 -6.151 2.870
H 1.799 -1.033 -3.528
O -0.665 -2.385 -1.360
C -3.165 3.730 -4.485
C 1.153 -3.659 1.498
C 2.846 4.566 2.413
H 2.456 -3.288 -2.936
H 2.171 4.974 1.670
H -1.256 -0.133 4.213
H -1.097 -5.704 -3.385
H 4.244 -1.758 -2.003
C 4.576 3.497 4.281
H 1.589 -3.163 -1.390
C 3.517 2.723 3.817
H -3.362 2.271 -0.930
C -2.118 3.248 -2.383
N 1.645 -1.223 3.169
H -0.673 5.534 3.362
C -0.814 2.272 -0.528
H -1.882 -3.826 3.873
H 2.495 -6.790 1.173
H 4.064 6.338 2.508
C -1.113 1.886 4.744
H -5.412 -4.066 0.610
H 5.604 5.380 4.198
C -1.356 -4.644 -3.324
C -4.353 3.161 -4.047
H -0.882 4.805 -5.163
C -0.966 3.199 4.314
C 3.344 1.305 4.277
H -0.436 5.224 -3.506
N 0.295 -1.457 3.007
C -1.088 0.226 -2.972
C -1.144 0.860 3.811
S 3.879 0.072 3.029
C -0.821 -0.064 -4.297
H -2.365 -4.518 -3.728
H -1.197 -3.592 1.056
C -0.108 0.786 -2.148
C 3.551 -2.302 -1.353
H 1.400 -7.105 3.383
H -1.603 -0.471 -4.927
H 4.052 -3.206 -1.001
H 5.258 3.073 5.010
C -0.354 -3.800 -4.110
C 1.173 1.027 -2.663
C -0.944 3.452 2.952
C -0.628 -2.299 -4.041
H -1.229 -2.818 5.179
H -3.095 -5.082 0.781
C 1.856 -4.759 0.959
H -2.117 -2.074 3.844
H -5.596 -1.587 0.556
H 3.217 1.209 -2.014
H -0.037 5.057 1.790
C -1.021 1.015 2.414
H -1.178 1.654 5.802
```

Calculated values
- ⟨S²⟩: 2.03
- Multiplicity: 3
- Total charge: -2
- E_LUMO (spin up / spin down): 3.893 / 3.893 eV
- HOMO (spin up / spin down): -0.24 / -1.48 eV
- Gap between HOMO and LUMO (spin up / spin down): 4.13 / 5.37 eV

DFT total energy for the records above, in order: -2698.609854, -4938.181234, -8811.561162, -4820.635060 Ha